Entry from OMol25: one molecule with the formula C19H31N3O (ωB97M-V/def2-TZVPD).

The calculation puts the relative energy (zero: lowest compared OMol25 entry of this formula, charge and spin) at 22.9 kJ/mol. The spin multiplicity is 1. Its HOMO-LUMO gap is 0.31387 Eh. The SMILES is C=C(C)c1cccc(C(C)(C)NC(=O)NCCN(CC)CC)c1. The calculation puts the total energy at -982.105175 Eh.

Last column: Mulliken charge in e.
Geometry (Å):
C1 -3.249 -2.268 1.131  -1.446
C2 -3.202 -1.041 0.622  0.931
C3 -3.867 -0.719 -0.687  -1.381
C4 -2.495 0.057 1.302  0.415
C5 -2.455 0.128 2.693  -0.541
C6 -1.801 1.170 3.318  -1.194
C7 -1.176 2.160 2.579  -0.514
C8 -1.199 2.111 1.193  -0.215
C9 -0.566 3.179 0.314  1.707
C10 0.427 4.076 1.060  -2.112
C11 -1.683 4.036 -0.293  -1.712
N1 0.118 2.499 -0.786  -0.185
C12 1.098 1.575 -0.542  0.550
O1 1.386 1.173 0.566  -0.668
N2 1.744 1.144 -1.680  -0.331
C13 2.528 -0.070 -1.603  -0.744
C14 1.656 -1.347 -1.716  -0.599
N3 2.078 -2.464 -0.900  0.152
C15 1.741 -2.283 0.509  -0.338
C16 0.331 -2.796 0.791  -0.961
C17 3.439 -2.910 -1.134  -0.382
C18 3.655 -3.374 -2.572  -1.380
C19 -1.868 1.063 0.574  0.188
H1 -2.748 -2.531 2.045  0.250
H2 -3.773 -3.066 0.631  0.301
H3 -3.125 -0.646 -1.483  0.242
H4 -4.573 -1.499 -0.957  0.487
H5 -4.394 0.232 -0.626  0.298
H6 -2.955 -0.625 3.282  0.498
H7 -1.778 1.218 4.398  0.394
H8 -0.669 2.959 3.095  0.390
H9 0.922 4.736 0.349  0.390
H10 1.179 3.461 1.547  0.458
H11 -0.080 4.689 1.799  0.454
H12 -2.355 3.424 -0.889  0.412
H13 -1.263 4.819 -0.923  0.497
H14 -2.259 4.503 0.502  0.357
H15 0.128 2.981 -1.671  0.337
H16 1.287 1.313 -2.564  0.247
H17 3.292 -0.039 -2.382  0.200
H18 3.014 -0.049 -0.626  0.509
H19 0.642 -1.092 -1.398  0.021
H20 1.605 -1.675 -2.758  0.467
H21 1.805 -1.231 0.818  0.088
H22 2.449 -2.853 1.115  0.522
H23 -0.412 -2.211 0.256  0.024
H24 0.118 -2.718 1.854  0.402
H25 0.241 -3.835 0.483  0.314
H26 3.609 -3.763 -0.472  0.479
H27 4.190 -2.140 -0.884  0.297
H28 2.860 -4.056 -2.862  0.340
H29 3.670 -2.536 -3.264  0.273
H30 4.607 -3.893 -2.648  0.427
H31 -1.873 1.019 -0.505  0.383